1.
Formula: C14H28Cl2LaNOP2
Source: the OMol25 dataset
Level of theory: ωB97M-V/def2-TZVPD

Atoms and positions in Å:
1 C -0.117 1.645 -3.603
2 C 0.085 1.639 -2.186
3 H 0.479 2.317 -4.295
4 H -1.201 1.726 -3.797
5 H 0.098 0.612 -3.893
6 O 0.426 2.251 -1.262
7 Cl -1.958 -1.240 -2.995
8 La -0.737 -0.929 -0.591
9 P -2.834 0.833 -0.194
10 C -2.517 1.824 1.279
11 C -3.513 1.825 -1.532
12 H -4.484 2.218 -1.214
13 H -5.028 -0.110 0.379
14 H -3.600 1.208 -2.435
15 H -3.998 -1.276 -0.532
16 H -1.721 2.557 1.094
17 H -2.828 2.642 -1.791
18 C -4.010 -0.508 0.260
19 H -3.439 2.338 1.568
20 H -3.702 -1.047 1.171
21 H -2.147 1.214 2.114
22 P 1.553 -1.846 -1.861
23 C 2.901 -1.601 -0.670
24 C 1.091 -3.632 -1.759
25 H 1.244 -1.590 -4.224
26 H 2.928 -2.097 -3.807
27 H 2.362 -0.400 -3.603
28 C 2.083 -1.458 -3.533
29 H 0.042 -3.703 -2.088
30 H 1.719 -4.279 -2.392
31 H 3.775 -2.175 -1.000
32 H 2.632 -1.898 0.355
33 H 1.084 -4.010 -0.725
34 H 3.146 -0.533 -0.601
35 Cl -1.417 -2.992 0.817
36 C 2.300 1.134 5.207
37 C 1.744 0.863 3.862
38 C 1.468 -0.461 3.485
39 C 0.932 -0.696 2.224
40 N 0.696 0.292 1.330
41 C 0.955 1.568 1.698
42 C 1.480 1.907 2.943
43 H 1.622 0.768 5.992
44 H 3.258 0.614 5.346
45 H 2.451 2.209 5.331
46 H 1.662 -1.298 4.166
47 H 0.641 -1.690 1.858
48 H 0.715 2.306 0.930
49 H 1.678 2.956 3.174

Values from the calculation:
Net charge: +2
Lowest unoccupied orbital energy, eV: -10.259
Relative energy (zero: lowest compared OMol25 entry of this formula, charge and spin), kJ/mol: 217.92
Strongest force on any atom, Eh/bohr: 0.1228
E, a.u.: -2314.42828
HOMO level, eV: -14.82
Gap between HOMO and LUMO, hartree: 0.168

=====

2.
Formula: C14H28Cl2NOP2Pd
Source: the OMol25 dataset
Level of theory: ωB97M-V/def2-TZVPD

Atoms and positions in Å:
1 C 4.480 -2.295 -2.775
2 C 3.090 -1.781 -2.943
3 H 5.130 -1.450 -2.575
4 H 4.826 -2.786 -3.677
5 H 4.507 -2.995 -1.936
6 O 2.782 -0.597 -2.903
7 Cl 1.915 -2.962 -3.205
8 Pd -0.580 -0.214 0.187
9 P -0.900 0.049 -2.216
10 C -1.188 1.821 -2.595
11 C -0.388 -0.491 -3.905
12 H -1.092 -0.046 -4.622
13 H -3.095 0.003 -3.219
14 H -0.390 -1.577 -4.023
15 H -2.674 -1.569 -2.451
16 H -0.231 2.351 -2.664
17 H 0.613 -0.130 -4.144
18 C -2.640 -0.475 -2.338
19 H -1.698 1.868 -3.564
20 H -3.155 -0.206 -1.402
21 H -1.819 2.300 -1.840
22 P 0.478 -1.588 1.757
23 C 1.164 -0.921 3.329
24 C -0.514 -2.989 2.377
25 H 1.504 -2.779 -0.049
26 H 2.500 -2.876 1.454
27 H 2.469 -1.369 0.471
28 C 1.888 -2.231 0.818
29 H -0.621 -3.738 1.585
30 H -0.060 -3.448 3.269
31 H 1.369 -1.733 4.048
32 H 0.418 -0.238 3.770
33 H -1.501 -2.575 2.624
34 H 2.100 -0.375 3.138
35 Cl -2.680 -0.552 1.183
36 N 0.362 1.748 0.629
37 C -0.575 2.444 1.479
38 C -1.896 2.552 1.082
39 C -2.853 2.966 2.006
40 C -2.447 3.369 3.278
41 C -1.102 3.357 3.626
42 C -0.138 2.919 2.721
43 H 0.566 2.252 -0.239
44 H 1.265 1.496 1.064
45 H -2.192 2.251 0.068
46 H -3.912 2.977 1.724
47 H -3.199 3.676 4.010
48 H -0.800 3.686 4.614
49 H 0.914 2.903 2.974

Values from the calculation:
Net charge: +3
Lowest unoccupied orbital energy (alpha / beta), eV: -9.631 / -14.138
Relative energy (zero: lowest compared OMol25 entry of this formula, charge and spin), kJ/mol: 0.00
Strongest force on any atom, Eh/bohr: 0.0731
E, a.u.: -2410.07698
HOMO level (alpha / beta), eV: -18.15 / -18.13
Gap between HOMO and LUMO (alpha / beta), hartree: 0.313 / 0.147
2S+1: 5

=====

3.
Formula: C14H28CuNO7P4
Source: the OMol25 dataset
Level of theory: ωB97M-V/def2-TZVPD

Atoms and positions in Å:
1 C 0.974 1.122 2.353
2 C 1.667 1.529 1.080
3 C 3.051 1.379 1.011
4 C 3.805 1.757 -0.098
5 C 3.177 2.310 -1.196
6 C 1.796 2.448 -1.148
7 C 1.026 2.061 -0.048
8 C -0.459 2.215 -0.146
9 C -1.129 1.011 -0.880
10 C -1.655 1.517 -2.227
11 O -0.228 -0.013 -1.223
12 P -0.238 -1.381 -0.169
13 C 0.864 -2.347 -1.392
14 P 2.544 -1.794 -1.547
15 O 2.811 -0.347 -1.553
16 O 3.095 -2.496 -2.886
17 O 3.392 -2.567 -0.416
18 P -0.124 -3.072 1.360
19 N -0.616 -4.473 0.861
20 O 1.413 -3.066 1.933
21 O -0.948 -2.630 2.689
22 O -1.419 -0.526 0.832
23 C -2.163 0.274 -0.005
24 P -3.419 1.276 0.914
25 C -4.584 -0.057 1.421
26 C -4.356 2.049 -0.475
27 H -0.097 1.167 2.248
28 H 1.250 1.812 3.150
29 H 1.273 0.128 2.661
30 H 3.557 0.944 1.891
31 H 4.908 1.650 -0.097
32 H 3.722 2.610 -2.072
33 H 1.278 2.865 -1.995
34 H -0.892 2.390 0.832
35 H -0.649 3.117 -0.716
36 H -2.229 0.721 -2.691
37 H -0.783 1.671 -2.854
38 H -2.213 2.442 -2.159
39 H -1.361 -1.989 -0.830
40 H 0.905 -0.825 0.534
41 H 0.400 -2.278 -2.371
42 H 0.915 -3.404 -1.143
43 H 4.030 -2.705 -2.789
44 H 3.364 -2.056 0.396
45 H 0.122 -5.166 0.933
46 H 1.519 -2.241 2.422
47 H -1.848 -2.955 2.595
48 H -2.742 -0.296 -0.754
49 H -4.023 -0.812 1.955
50 H -5.325 0.386 2.074
51 H -5.068 -0.473 0.541
52 H -3.864 2.977 -0.729
53 H -4.322 1.383 -1.335
54 H -5.391 2.196 -0.196
55 Cu 5.287 0.563 1.455

Values from the calculation:
Net charge: 0
Lowest unoccupied orbital energy, eV: -3.636
Strongest force on any atom, Eh/bohr: 0.0301
E, a.u.: -4137.57322
HOMO level, eV: -6.99
Gap between HOMO and LUMO, hartree: 0.123